{"formula": "C17H29LaN2O5P2", "method": "ωB97M-V with the def2-TZVPD basis set", "e_above_lowest_kj_mol": 854.8, "lumo_ev": -0.07, "e_tot_ev": -50740.751, "e_homo_ev": -6.0, "homo_lumo_gap_ev": 5.89, "charge": 0, "species": ["C", "C", "N", "C", "C", "C", "C", "P", "La", "P", "C", "C", "C", "C", "C", "C", "C", "O", "O", "H", "H", "H", "C", "C", "H", "H", "H", "H", "C", "C", "H", "H", "H", "H", "H", "H", "H", "H", "H", "H", "H", "H", "H", "H", "H", "H", "H", "H", "H", "H", "H", "H", "O", "N", "O", "O"], "positions_angstrom": [[0.9945, -1.9027, -3.7570], [0.6667, -1.0224, -2.7480], [0.8208, -1.4388, -1.4912], [1.2484, -2.6457, -1.1078], [1.5638, -3.5582, -2.0945], [1.4379, -3.1844, -3.4317], [0.0984, 0.3641, -3.0109], [0.3871, 1.6470, -1.6984], [0.1602, 0.0094, 0.1361], [0.2839, -2.0736, 1.5641], [1.4549, -2.9162, 0.3751], [-0.5593, 1.3939, 1.6986], [0.2486, 2.4482, 1.9603], [-0.2320, 3.3681, 2.9061], [-1.4705, 3.1663, 3.5264], [-2.2277, 2.0370, 3.2020], [-1.7667, 1.1172, 2.2493], [-3.0363, 0.6664, -3.2874], [-3.4097, 1.0291, -0.6154], [0.8907, -1.5799, -4.7844], [1.9113, -4.5416, -1.8045], [1.6883, -3.8937, -4.2228], [2.0074, 2.2750, -1.8399], [-0.8147, 2.8907, -1.8116], [1.3899, -3.9919, 0.5859], [2.4607, -2.5621, 0.6659], [-1.0174, 0.3147, -3.1236], [0.5066, 0.7714, -3.9486], [1.0736, -1.8958, 3.0997], [-1.2002, -2.9701, 1.6789], [1.2243, 2.6061, 1.5111], [0.3730, 4.2386, 3.1576], [-1.8432, 3.8879, 4.2645], [-3.1911, 1.8632, 3.6779], [-2.3645, 0.2489, 2.0012], [-2.6116, 0.4701, -0.4144], [-3.3504, 1.7629, 0.0162], [-3.2850, 0.9343, -2.3674], [-3.3843, -0.2355, -3.3581], [-1.5186, -0.4010, -0.2840], [2.0448, 2.8278, -2.7793], [2.2247, 2.9527, -0.9973], [2.7699, 1.4803, -1.8320], [-0.6977, 3.3518, -2.7916], [-1.8348, 2.4927, -1.6954], [-0.6396, 3.6255, -1.0152], [-0.9410, -3.9170, 2.1513], [-1.9147, -2.4167, 2.3005], [-1.6518, -3.1353, 0.6950], [1.2188, -2.8851, 3.4997], [2.0363, -1.4083, 3.0458], [0.4443, -1.2930, 3.7644], [3.8319, -0.8120, 1.7929], [2.9366, -0.1151, 2.2500], [2.8493, 0.6980, 3.1479], [1.7153, -0.1433, 1.3885]], "atomic_forces_ev_per_a": [[0.0913, -0.2808, -0.6591], [0.1855, -0.5223, 0.2783], [1.1768, -2.3970, -2.4829], [-0.0003, 0.3202, -0.5951], [0.0944, -0.5180, -0.1884], [-0.0389, 0.1292, 0.0994], [-0.1661, 0.6833, -0.5012], [0.1539, 1.0275, -2.9369], [0.6540, 2.4160, 0.4939], [0.1516, -1.5098, -0.3199], [-0.0950, -0.6003, 0.6893], [-0.7271, 0.5866, 0.7760], [-1.2372, 1.8925, 1.9494], [0.4954, 0.3613, -0.1155], [0.0472, -0.0958, -0.0979], [-0.6055, -0.2128, 0.2152], [-0.7652, 1.9264, 1.9763], [-0.2550, -0.2514, 0.2675], [-0.3543, 0.8307, 0.1400], [0.0488, -0.1500, -0.0882], [0.0065, -0.0514, -0.1748], [-0.0712, 0.2300, 0.2407], [1.4134, 1.1179, -0.8537], [-0.9417, 1.5640, -1.0292], [0.3038, 0.0206, -0.3530], [-0.3493, -0.1646, -0.1114], [0.7152, 0.0054, 0.0451], [-0.1888, -0.3799, -0.0413], [0.2518, -1.2184, 1.9887], [-0.7289, -2.0962, 0.8055], [0.2268, -0.0775, -0.1514], [-0.1738, 0.0124, 0.1329], [0.1869, -0.3432, -0.3386], [0.0406, 0.2042, 0.1384], [-0.1014, -0.1712, -0.1096], [0.0947, -0.6288, 0.0696], [-0.1486, -0.2285, -0.1585], [0.0582, -0.1524, -0.3479], [0.0654, 0.3513, -0.0067], [-5.3088, -1.6974, -1.1626], [0.7277, 0.2627, -0.0986], [-0.1418, -0.2136, -0.3348], [-0.3498, 0.1976, -0.0655], [-0.5165, 0.5797, -0.0874], [0.4971, 0.0462, -0.0874], [0.0122, -0.1533, -0.1940], [-0.8081, -0.5848, 0.1250], [0.1953, -0.1195, -0.1313], [0.1778, 0.0988, 0.1788], [0.1630, -0.4323, 0.8869], [-0.7445, -1.0251, 0.3536], [0.0029, -0.2048, -0.1046], [-0.4493, 1.0865, 1.5946], [-2.2791, 1.4587, -2.8062], [1.2932, -1.5658, -0.8451], [8.0150, 0.6373, 4.1340]], "lowdin_charge": [-0.0137, -0.3050, -0.0868, -0.2921, -0.0131, -0.0244, -0.2400, 0.6552, 1.3154, 0.7029, -0.2174, -0.4506, -0.1677, -0.0910, -0.1001, -0.0980, -0.1807, -0.1030, -0.1498, 0.1169, 0.1161, 0.1164, -0.2630, -0.2479, 0.0944, 0.0919, 0.0763, 0.1002, -0.2250, -0.2816, 0.0806, 0.0923, 0.0979, 0.0920, 0.0720, -0.0903, 0.0479, -0.0033, 0.0504, -0.1188, 0.0477, 0.0607, 0.0654, 0.0555, 0.0380, 0.0677, 0.0385, 0.0571, 0.0544, 0.0546, 0.0194, 0.0858, 0.0710, -0.4494, 0.1083, -0.5300]}

{"formula": "C13H30BI2O3P2Pd", "method": "ωB97M-V with the def2-TZVPD basis set", "lumo_ev": [-10.89, -15.00], "spin_multiplicity": 5, "e_tot_ev": -59014.251, "e_homo_ev": [-18.1, -19.1], "s2": 6.027, "homo_lumo_gap_ev": [7.26, 4.13], "charge": 3, "species": ["I", "I", "Pd", "P", "C", "C", "H", "H", "H", "H", "H", "H", "C", "H", "H", "H", "P", "C", "C", "H", "H", "H", "C", "H", "H", "H", "H", "H", "H", "C", "O", "C", "C", "C", "O", "B", "O", "C", "C", "C", "H", "H", "H", "H", "H", "H", "H", "H", "H", "H", "H", "H"], "positions_angstrom": [[-3.2059, -0.7911, -1.5422], [2.0780, -1.1208, -1.3125], [-0.5238, -0.6569, -1.7344], [-0.7752, -3.0251, -1.9362], [-0.9675, -3.8576, -0.3239], [-2.1191, -3.7286, -2.9508], [-1.9130, -4.7942, -3.1233], [0.4175, -4.9526, -2.8052], [-2.1521, -3.2036, -3.9110], [0.9610, -3.4284, -3.5736], [-1.9130, -3.5380, 0.1256], [-3.0786, -3.6018, -2.4395], [0.6790, -3.9012, -2.6269], [-0.9622, -4.9461, -0.4785], [1.5196, -3.8275, -1.9265], [-0.1458, -3.5630, 0.3380], [-0.7584, 1.7023, -1.7843], [-1.1500, 2.8712, -0.4369], [0.7507, 2.4129, -2.5063], [-1.9749, 1.5843, -3.8986], [-1.9215, 3.2491, -3.2453], [-3.0445, 2.0369, -2.5510], [-2.0526, 2.1881, -2.9901], [1.0048, 1.8604, -3.4174], [0.5511, 3.4622, -2.7580], [-1.3459, 3.8501, -0.8994], [-0.3027, 2.9620, 0.2490], [1.5799, 2.3446, -1.7948], [-2.0457, 2.5473, 0.1010], [-0.5933, -0.1986, 1.0521], [-0.8958, -1.3391, 1.3799], [0.0571, 0.4394, 3.9742], [0.3095, 1.2379, 2.7112], [0.2246, 2.7318, 2.9598], [-0.8671, 0.9146, 1.8391], [0.3529, 0.2663, -0.1272], [1.3599, 1.0861, 0.4991], [1.6181, 0.8367, 1.9164], [2.8364, 1.6913, 2.2181], [2.0138, -0.6076, 2.1642], [-0.8817, 0.7715, 4.4302], [0.8576, 0.5860, 4.7085], [-0.0552, -0.6244, 3.7445], [-0.7924, 3.0167, 3.2580], [0.9101, 2.9961, 3.7712], [0.4990, 3.2994, 2.0646], [3.1087, 1.6066, 3.2779], [3.6782, 1.3263, 1.6161], [2.6751, 2.7441, 1.9707], [1.2001, -1.3271, 2.0345], [2.8306, -0.8894, 1.4877], [2.3648, -0.6997, 3.2026]], "atomic_forces_ev_per_a": [[-0.8375, 0.2973, 0.2080], [0.5758, 0.3034, 0.2364], [0.1267, 0.7520, -0.7114], [0.2521, -4.1131, -0.1013], [-0.0548, 0.7914, 0.2090], [-0.1571, 0.7436, -0.1858], [0.0099, 0.2692, 0.1554], [-0.0182, 0.2549, 0.0947], [-0.1358, -0.2092, 0.0219], [0.0866, -0.2549, 0.0011], [0.1697, -0.1977, 0.1474], [0.0761, -0.1751, -0.1548], [0.2548, 0.7852, -0.1821], [-0.0325, 0.2660, -0.1787], [-0.1951, -0.2486, -0.1690], [-0.2449, -0.1483, -0.0511], [0.0621, 3.2363, -0.5855], [-0.0463, -0.2911, 0.3176], [0.1952, -0.5406, -0.1315], [-0.0432, 0.1559, 0.0061], [0.0890, -0.2598, 0.2228], [0.0504, 0.1638, -0.0543], [-0.1449, -0.9578, -0.2172], [0.0754, 0.1937, 0.0622], [0.0053, -0.1969, 0.0799], [0.0716, -0.3259, -0.0936], [-0.3285, -0.0493, -0.1378], [-0.0961, 0.0853, -0.1239], [0.1788, 0.1136, 0.0731], [-1.1671, -1.6333, 2.2285], [-0.1173, 2.0990, -1.1181], [0.2700, -0.2633, 0.2183], [-1.0533, 0.4430, 0.0526], [0.0684, 0.1224, -0.1230], [0.5189, -1.2886, -1.0318], [1.5170, 1.5603, 2.9738], [-1.3949, -1.5746, -2.7098], [0.9466, 0.2281, 0.5679], [0.0709, 0.3560, 0.1152], [-0.1871, -0.8161, 0.1481], [0.2081, 0.0783, -0.1672], [-0.0861, -0.0816, -0.1467], [0.0832, 0.1622, 0.2063], [0.2557, -0.2062, -0.0288], [-0.1307, 0.0648, -0.1687], [-0.0111, 0.0311, 0.2673], [-0.0732, 0.0574, -0.2604], [-0.1531, 0.0633, 0.2106], [0.0356, -0.1854, 0.1059], [0.3714, 0.1404, 0.1439], [0.0938, 0.2051, 0.1907], [-0.0102, -0.0058, -0.4317]], "lowdin_charge": [0.9277, 1.2706, 0.1957, 0.6907, -0.2105, -0.2648, 0.0871, 0.0856, 0.0674, 0.0641, 0.0569, 0.0218, -0.2757, 0.0952, 0.0052, 0.0545, 0.7822, -0.1677, -0.1942, 0.0663, 0.0915, 0.0338, -0.2313, 0.0732, 0.0917, 0.0983, 0.0439, 0.0614, 0.0832, -0.4339, 0.0987, 0.0286, -0.3967, 0.0175, 0.0129, -0.9018, -0.0051, -0.4359, 0.0252, -0.0185, 0.1237, 0.1227, 0.0975, 0.1229, 0.1202, 0.0839, 0.1273, 0.1144, 0.1051, 0.0834, 0.0722, 0.1323]}

{"formula": "C4HF7S2", "method": "ωB97M-V with the def2-TZVPD basis set", "e_above_lowest_kj_mol": 257.0, "lumo_ev": -1.13, "e_tot_ev": -44854.290, "e_homo_ev": -9.0, "homo_lumo_gap_ev": 7.88, "charge": 0, "species": ["C", "C", "C", "C", "F", "F", "F", "F", "F", "F", "F", "S", "S", "H"], "positions_angstrom": [[1.5945, 0.2585, -0.5325], [-0.3005, -0.3962, 0.5129], [-1.0775, 0.9739, 0.4566], [-0.7926, -1.4756, -0.3606], [0.0335, -0.7615, 1.7902], [-1.0446, 1.5900, -0.7282], [-2.3262, 0.8996, 0.7670], [-0.4386, 1.8102, 1.3092], [-0.8563, -1.0584, -1.6201], [-2.1688, -1.7132, -0.1405], [-0.0114, -2.5737, -0.3582], [1.4587, 0.4789, -2.0757], [2.7008, 0.3940, 0.7700], [3.2291, 1.5735, 0.2098]], "atomic_forces_ev_per_a": [[-2.4513, -1.0090, 0.9453], [2.6629, 2.2120, -0.6303], [2.2716, -0.2272, -0.0216], [-1.8764, -0.3631, -1.0789], [-0.6168, 0.2025, -1.0231], [0.3232, -0.3944, -0.4983], [-1.8390, -0.3445, 1.0628], [-0.2732, -0.2685, 0.1979], [0.4924, 0.3045, -0.5721], [1.7407, -0.9996, 0.8328], [-1.1570, 0.4111, 0.6826], [0.6563, 0.2519, 0.3072], [0.2031, 1.5340, -0.8479], [-0.1366, -1.3098, 0.6438]], "lowdin_charge": [-1.0929, -0.1593, -0.6159, -0.5577, 0.0580, 0.1273, 0.2124, 0.1300, 0.0954, 0.0924, 0.1617, 0.8111, 0.7889, -0.0514]}

{"formula": "C4H8O4", "method": "ωB97M-V with the def2-TZVPD basis set", "e_above_lowest_kj_mol": 254.3, "lumo_ev": 0.78, "e_tot_ev": -12466.524, "e_homo_ev": -9.9, "smiles": "O=C(O)O.C=COC", "homo_lumo_gap_ev": 10.63, "charge": 0, "species": ["C", "C", "C", "C", "O", "O", "O", "O", "H", "H", "H", "H", "H", "H", "H", "H"], "positions_angstrom": [[-2.3241, 1.5779, -0.0912], [-1.0899, 1.1367, 0.0837], [-1.1720, -1.2381, 0.0602], [2.4622, -0.4899, -0.0219], [1.8350, -1.3033, -0.6534], [3.7661, -0.2107, -0.2849], [1.9512, 0.2690, 0.8755], [-0.6988, -0.0517, 0.7015], [-3.2662, 1.0056, 0.0850], [-2.4923, 2.4759, -0.5832], [-1.7084, -1.7247, 0.8411], [-0.3300, -1.9154, -0.2507], [-1.7550, -0.8546, -0.7967], [-0.1825, 1.7761, 0.0363], [4.0783, -0.7774, -0.9890], [0.9265, 0.3246, 0.9877]], "atomic_forces_ev_per_a": [[-0.8776, -2.1347, 0.1321], [1.1955, 0.4702, 1.6353], [0.6486, -0.1902, -0.5916], [-0.2678, -0.6269, -1.9744], [0.1530, -0.7425, -0.3985], [-0.5412, 0.6127, 1.2424], [-0.5892, 2.2336, 2.1729], [0.2726, 1.1661, -0.5204], [1.1617, 0.1761, 0.0184], [0.0140, 1.7032, -0.6047], [-1.0232, -0.6968, 0.0523], [-0.6654, 1.0459, 0.1551], [-0.0145, -1.0354, 0.3781], [-0.9237, -0.1046, -0.5969], [-0.2257, -0.4308, -0.2571], [1.6829, -1.4460, -0.8430]], "lowdin_charge": [0.0402, -0.2141, -0.0513, -0.6841, 0.0834, 0.1304, 0.1366, -0.2095, 0.0907, 0.0337, 0.0795, 0.0924, 0.0976, 0.1296, 0.1165, 0.1287]}